Density functional theory data (ωB97M-V/def2-TZVPD) for the ion C5H9N2O with charge +1.

Properties
**Total charge**: +1
**Gap between HOMO and LUMO**: 9.460 eV
**SMILES string**: C[C@]1(O)CC=NC=[NH+]1
**2S+1**: 1
**E_tot**: -10349.892 eV
**Molecular weight**: 113.1 g/mol

The geometry in XYZ format:
```
17
Properties=species:S:1:pos:R:3:forces:R:3
C 1.256231 0.244613 -1.582187 0.746 2.820 -1.874
C 2.095329 -1.003458 0.094536 -0.249 -0.783 2.367
C 0.529988 1.127936 -0.624160 -0.109 0.634 1.245
C -0.089175 0.149948 0.375779 -0.282 -1.006 1.671
C -1.537109 -0.486782 0.163339 1.976 -0.783 0.151
N 2.086639 -0.559491 -1.116533 1.685 -0.730 -2.456
N 0.941025 -0.952337 0.693700 -0.644 -1.901 0.620
O -0.150025 0.652043 1.710876 -1.704 0.274 -0.855
H 1.319359 0.413869 -2.682211 -0.726 -0.248 0.804
H 3.029449 -1.385652 0.543919 -0.748 -0.063 -0.192
H 1.244247 1.847911 -0.023647 -1.120 -1.368 -1.439
H -0.273608 1.722215 -1.063169 0.278 -0.005 -0.057
H -1.505895 -1.085906 1.068032 -0.768 -0.525 -0.033
H -1.870321 -1.115618 -0.714423 1.152 0.878 0.718
H -2.252489 0.264945 0.350570 -0.752 1.050 0.044
H 0.634624 -1.661656 1.410956 0.677 1.441 -0.636
H 0.656451 1.074405 1.992677 0.586 0.314 -0.077
```
Forces are in eV/Å.



Density functional theory data (ωB97M-V/def2-TZVPD) for the molecule CH3IS.

Properties
**Gap between HOMO and LUMO (alpha / beta)**: 7.558 / 6.774 eV
**2S+1**: 1
**E_tot**: -20017.869 eV
**Molecular weight**: 174.0 g/mol

The geometry in XYZ format:
```
6
Properties=species:S:1:pos:R:3:forces:R:3
C 0.454062 1.324524 -0.372827 -0.513 -1.055 0.813
S -1.180906 -2.147105 0.539056 -0.089 -0.078 0.218
I -1.342997 0.451469 0.330929 1.430 0.857 -0.822
H 0.858237 0.674899 -1.196674 -0.353 0.992 0.810
H 1.119152 1.608194 0.487179 -0.602 -0.526 -1.018
H 0.092451 -1.911980 0.212339 0.127 -0.190 -0.002
```
Forces are in eV/Å.



Density functional theory data (ωB97M-V/def2-TZVPD) for a cluster of 2 separate species, C7H17NSi in total.

Properties
**Gap between HOMO and LUMO**: 7.975 eV
**SMILES string**: C/C=[Si](\C)N(C)C.C=C
**2S+1**: 1
**E_tot**: -16899.025 eV
**Molecular weight**: 143.3 g/mol

The geometry in XYZ format:
```
26
Properties=species:S:1:pos:R:3:forces:R:3
C 3.149437 -1.104175 0.163426 -0.920 -0.623 -0.469
C 2.231682 0.028998 0.481497 -1.631 0.727 1.901
C -1.690470 -1.764500 1.095739 -0.449 -0.134 -0.046
C -1.403128 2.180965 -0.615855 0.747 1.859 -1.233
C -0.729630 1.597965 1.626837 -1.214 -1.081 0.629
C 0.318436 -0.075672 -2.061527 3.563 -1.434 -0.873
C -1.701541 -2.559876 0.063950 -0.058 -0.965 -5.134
N -0.442701 1.627236 0.235032 2.786 -2.666 -0.092
Si 0.737663 0.452983 -0.302164 0.911 0.565 -0.422
H 3.111092 -1.970893 0.922917 0.175 1.323 -1.121
H 4.154754 -0.633209 0.127312 -0.280 -1.024 -0.445
H 2.357800 0.369915 1.533088 -0.196 0.222 -0.708
H -0.935857 -1.926228 1.829340 0.068 0.206 0.906
H -2.490129 -1.044991 1.142936 0.272 0.544 0.466
H 2.692021 -1.448716 -0.812909 1.626 -0.289 0.686
H -1.452939 3.266233 -0.325602 -0.571 -0.677 -0.806
H -1.016488 2.063322 -1.657025 -0.655 0.524 0.627
H -2.352676 1.692185 -0.536245 -0.929 -0.157 0.059
H -0.220834 2.364440 2.169410 0.507 0.485 0.614
H -1.812706 1.795359 1.719832 0.252 -0.242 0.412
H -0.502562 0.570857 2.042529 -0.206 1.234 -0.046
H 0.738271 -1.144404 -2.250336 -0.805 1.623 0.571
H -0.700898 -0.135205 -1.959057 -2.708 -0.362 -0.525
H 0.643162 0.462770 -2.996922 -0.463 -0.034 1.298
H -0.983939 -3.388755 -0.199104 -0.592 0.983 0.944
H -2.307478 -2.315024 -0.951676 0.770 -0.607 2.809
```
Forces are in eV/Å.



Density functional theory data (ωB97M-V/def2-TZVPD) for the molecule C6H13NO.

Properties
**Gap between HOMO and LUMO**: 9.962 eV
**SMILES string**: CCN(CC)C(C)=O
**2S+1**: 1
**E_tot**: -9970.505 eV
**Molecular weight**: 115.2 g/mol

The geometry in XYZ format:
```
21
Properties=species:S:1:pos:R:3:forces:R:3
O -0.174858 0.946569 -2.178002 0.048 -0.062 0.002
C -0.145608 -0.058281 -1.481922 -0.380 1.696 0.551
N -0.427635 0.105087 -0.103512 0.345 -1.393 -0.760
C 0.167743 -1.373516 -2.187099 0.593 -0.443 0.672
C 0.388302 2.434931 0.616608 -1.038 -0.660 0.193
C 0.741343 -1.397590 1.482313 0.476 0.988 0.384
C -0.800430 1.426331 0.404028 0.662 1.035 -0.041
C -0.529212 -1.038475 0.807151 -1.819 -0.586 -1.144
H -0.744049 -1.878157 -2.476645 -0.370 -0.070 0.039
H 0.748515 -2.071791 -1.580380 -0.135 0.005 0.144
H 0.752079 -1.218094 -3.110001 -0.387 0.463 0.551
H 1.004181 2.101557 1.447249 0.270 -0.105 -0.010
H -0.051904 3.398153 0.932231 0.281 -0.273 -0.401
H 0.981235 2.522709 -0.295153 -0.118 0.147 0.154
H 1.500766 -1.617791 0.738105 0.221 -0.011 0.051
H 1.047287 -0.540974 2.092658 0.332 -0.222 -0.033
H 0.597562 -2.240391 2.121916 0.019 -0.667 0.480
H -1.357263 1.377091 1.370390 0.372 -0.504 -0.801
H -1.448604 1.876065 -0.341227 -0.239 0.069 -0.047
H -1.367215 -0.818273 1.508195 0.702 -0.157 -0.248
H -0.882234 -1.935160 0.233096 0.167 0.753 0.266
```
Forces are in eV/Å.



Density functional theory data (ωB97M-V/def2-TZVPD) for a structure of composition C9H23N5O.

Properties
**Total charge**: +2
**Gap between HOMO and LUMO (alpha / beta)**: 6.545 / 7.799 eV
**2S+1**: 3
**E_tot**: -19182.570 eV
**Molecular weight**: 217.3 g/mol
**Expectation value of S²**: 2.01

The geometry in XYZ format:
```
38
Properties=species:S:1:pos:R:3:forces:R:3
C 1.583020 0.994279 -1.508992 -2.689 -3.274 -1.897
C 0.549609 0.272049 -0.594082 1.201 0.976 -0.571
C -0.896670 0.804792 -0.789010 0.271 -0.581 3.246
C 3.868682 -0.055683 -0.997426 -4.417 1.750 -1.120
C -1.679723 -1.592943 -0.706506 0.331 -1.682 0.532
C -3.339724 0.148233 0.135568 -0.058 -0.940 -2.678
C 2.938890 -2.315157 2.064488 -0.627 -2.024 5.347
C -1.343009 -0.266834 1.491396 0.096 0.069 0.527
C -1.821272 -0.246332 0.019707 -0.600 0.858 -0.508
N 2.805336 0.337603 -1.258377 2.779 -0.677 -0.149
N -1.094560 1.034839 -2.154798 -2.190 0.209 -1.672
N 5.013029 -0.461271 -0.732561 2.502 -4.657 0.542
N -0.950542 2.108522 0.004898 1.293 0.451 -1.072
N -1.753216 1.057625 2.136843 -0.200 -0.788 -2.618
O 2.788701 -1.825461 0.973385 -0.771 2.507 -5.397
H 1.764386 1.967684 -1.270081 0.209 2.897 0.478
H 0.729076 -0.781656 -0.768329 -0.674 -0.211 -0.447
H 0.956627 0.363162 0.404860 -0.353 0.524 0.341
H -2.454616 -2.264216 -0.280785 0.470 0.168 -0.400
H -0.689452 -2.099131 -0.508738 -1.077 0.497 0.080
H -1.774395 -1.657311 -1.825063 -0.262 0.730 1.071
H -3.520791 1.172528 0.474970 -0.225 -0.121 -0.641
H -3.861432 -0.122336 -0.858937 0.718 1.103 1.365
H -3.856657 -0.526699 0.803851 0.105 -0.215 0.523
H 2.170559 -2.187856 2.859997 0.368 -0.027 -0.309
H 1.152217 0.898209 -2.590740 1.717 0.321 1.742
H 3.862709 -2.759727 2.345529 1.030 -0.501 0.414
H -0.241749 -0.353626 1.522505 -0.785 -0.048 0.510
H -1.807906 -1.049760 2.127238 0.362 0.109 -0.825
H -2.102785 1.221383 -2.536856 2.427 -0.645 1.264
H -0.699463 0.214430 -2.597933 -0.516 0.125 -0.778
H 5.761716 0.150827 -0.507504 0.727 0.599 0.163
H 5.201030 -1.543390 -0.702878 -0.388 2.814 -0.070
H -1.772889 2.593927 -0.322788 -0.040 0.674 -0.351
H -0.082744 2.688865 -0.211207 -1.770 -0.700 0.373
H -1.308146 1.148542 3.004647 0.122 0.271 1.769
H -2.782238 1.071855 2.117654 0.760 0.212 0.981
H -1.311609 1.860035 1.236054 0.154 -0.771 0.236
```
Forces are in eV/Å.



Density functional theory data (ωB97M-V/def2-TZVPD) for a cluster of 7 separate species, C20H39NO18 in total.

Properties
**Gap between HOMO and LUMO**: 10.818 eV
**SMILES string**: COC(=O)OC.COC(=O)OC.COC(=O)OC.COC(=O)OC.COC(=O)OC.COC(=O)OC.CC#N
**2S+1**: 1
**E_tot**: -59715.140 eV
**Molecular weight**: 581.5 g/mol

The geometry in XYZ format:
```
78
Properties=species:S:1:pos:R:3:forces:R:3
C -0.755132 3.130405 -1.714477 0.345 0.613 0.678
O 0.032994 3.448328 -2.845616 0.641 0.537 -1.032
C 0.614085 4.645290 -2.761935 0.144 0.307 0.717
O 0.395395 5.390793 -1.818390 1.103 -0.141 -1.877
O 1.453234 4.772355 -3.846390 0.199 1.580 0.711
C 2.306070 5.993661 -3.926581 0.463 -1.208 1.216
H -1.533703 3.868089 -1.566598 -0.106 0.098 0.104
H -0.111822 3.062425 -0.840016 -0.101 0.145 0.124
H -1.139400 2.180443 -1.911145 -0.711 -1.382 -0.220
H 2.984934 6.075552 -3.063305 -0.560 -0.281 -0.021
H 1.794503 6.910239 -4.025703 -1.352 0.757 0.223
H 2.961824 5.989845 -4.779556 -0.091 -1.016 -0.608
C 3.300857 2.253440 4.944136 -3.424 1.459 1.490
O 2.108720 2.333813 4.111686 0.064 0.478 -1.079
C 1.564874 1.168601 3.847752 -1.017 -3.762 1.797
O 1.752753 0.110205 4.473524 0.358 2.443 -1.035
O 0.591875 1.116351 2.918637 0.792 1.546 -0.293
C 0.502277 2.190836 1.958413 -1.193 1.349 1.165
H 3.959463 1.681222 4.421942 2.149 -1.854 -0.719
H 2.896266 1.954219 5.914184 0.858 -0.733 -0.067
H 3.612596 3.260333 5.081268 0.439 0.846 -0.299
H -0.315464 1.932905 1.326533 -0.263 -0.536 -0.771
H 1.409467 2.401017 1.457712 1.065 -0.400 -0.684
H 0.203117 3.192705 2.356201 0.206 -0.896 0.535
C -3.671001 0.102512 -1.634533 1.365 -0.255 -0.424
O -3.756484 -0.495623 -0.351760 -0.874 0.126 0.901
C -3.158951 0.194256 0.616967 1.818 0.226 0.068
O -2.311430 1.045070 0.383768 -1.198 -0.340 0.602
O -3.503957 -0.257535 1.836412 0.344 0.745 -0.571
C -2.802459 0.460924 2.917162 1.077 0.021 -2.269
H -4.147397 1.057378 -1.719431 -0.575 0.541 0.355
H -4.122320 -0.604451 -2.294369 -0.353 -0.393 -0.484
H -2.627069 0.260325 -1.921474 -0.116 -0.205 0.082
H -3.074758 1.534204 2.835780 0.321 -0.771 0.457
H -1.706238 0.271668 2.800829 -0.851 0.564 -0.087
H -3.080691 -0.056438 3.782407 -0.849 -0.284 1.382
C -1.727915 -3.342876 -1.104939 0.216 0.652 0.097
O -0.876983 -4.342152 -0.517688 -0.637 -1.122 0.377
C -1.438505 -5.476364 -0.012236 -0.332 0.290 0.108
O -0.862008 -6.422561 0.437228 1.371 0.162 -0.122
O -2.758021 -5.430005 -0.037907 -2.163 0.203 0.027
C -3.566879 -6.611865 0.354137 2.464 0.266 1.034
H -1.102903 -2.737827 -1.707932 1.184 0.480 -0.484
H -2.153597 -2.620825 -0.414222 -0.180 -0.553 0.563
H -2.458253 -3.689787 -1.803826 -0.651 -0.878 0.025
H -4.293796 -6.330110 1.144034 0.495 -0.033 -0.814
H -2.853435 -7.399236 0.712543 -0.713 0.797 -0.017
H -3.958442 -6.970026 -0.559177 -1.010 -0.236 -0.751
C 2.158161 -0.537904 0.509037 -2.154 -0.353 -0.187
O 1.957238 -1.405615 1.630099 0.001 0.301 1.314
C 0.684367 -1.851797 1.824439 2.816 -0.265 -0.210
O -0.217551 -1.676980 1.074733 -1.348 0.541 -0.349
O 0.728887 -2.645955 2.895880 -0.824 0.361 -0.142
C -0.537556 -3.178301 3.278786 -1.077 -0.764 0.008
H 2.925378 0.211883 0.548943 0.952 -0.395 0.872
H 1.236851 0.039765 0.405989 -0.033 -0.213 -0.533
H 2.270295 -1.247154 -0.285430 0.232 0.315 -1.099
H -0.346424 -4.217308 3.590378 -0.215 0.352 -0.341
H -1.355442 -3.110295 2.504248 1.317 -0.218 0.403
H -0.946144 -2.656347 4.140332 0.328 0.308 0.214
C 1.918260 0.817155 -5.072752 -0.017 0.494 1.197
O 0.452854 0.863442 -5.208445 0.813 -0.083 -0.031
C -0.182235 0.700242 -4.056551 3.131 -0.086 3.524
O 0.406916 0.475998 -2.982209 -1.352 0.123 -2.319
O -1.467308 0.880488 -4.060653 -1.411 0.025 -0.744
C -2.120652 1.158833 -5.308261 0.520 0.104 -0.975
H 2.260227 -0.030986 -4.450625 -0.519 0.219 -0.592
H 2.316108 1.724762 -4.542288 -0.762 -0.618 -0.629
H 2.280179 0.776180 -6.081279 0.160 -0.080 -0.374
H -1.710346 0.483541 -6.109299 -0.471 0.879 0.709
H -2.015642 2.239061 -5.572122 0.149 -0.906 0.116
H -3.167949 0.948535 -5.155635 -0.219 -0.117 0.112
C 4.555274 -2.070939 4.104046 0.693 -0.228 -0.125
C 4.712672 -0.904822 3.208815 -0.303 -2.676 2.061
N 4.923351 0.040816 2.631169 0.338 2.252 -1.557
H 5.467851 -2.163806 4.725654 -0.202 0.094 -0.563
H 4.456708 -3.026337 3.515353 -0.382 1.104 0.765
H 3.779365 -1.837907 4.843574 -0.323 -0.423 -0.638
```
Forces are in eV/Å.



Computed strongest force on any atom (hartree/bohr) in order:
0.0674, 0.0361, 0.1016, 0.0433, 0.1167, 0.0917